Run a
C2H6N4 | the ωB97M-V functional and the def2-TZVPD basis

Element x y z (Å)
H: 0.47622 1.55963 -1.08415
N: 0.53342 0.04997 0.32017
H: -1.68992 -0.01278 0.48182
N: 3.29573 0.57434 -0.21902
H: 1.12948 1.92689 0.27059
C: -0.80427 -0.55028 0.02527
H: -0.74108 -0.70424 -1.08322
H: -0.97540 -1.60898 0.34900
H: 1.27879 -1.62408 1.00964
C: 1.56369 -0.50492 0.80273
N: 4.38296 0.45267 -0.14527
N: 0.37747 1.36400 -0.08858

Properties
**LUMO level**: 0.918 eV
**Kohn-Sham gap**: 0.3223 Ha
**Charge**: 0


Run b
C2H6N4 | the ωB97M-V functional and the def2-TZVPD basis

Element x y z (Å)
N: -0.14063 -0.12434 0.07480
H: -0.60069 -1.80952 -0.52492
H: -0.81403 0.34327 -2.95453
H: -0.89153 1.41420 -0.99319
C: -0.23942 0.39812 -1.11003
H: 0.12302 1.96328 0.63550
H: 0.50383 1.37036 2.81097
C: 0.09235 0.83499 1.10850
N: 0.31816 0.47467 2.31175
N: -0.39850 -0.13571 -2.31607
H: 0.66559 -1.58935 0.98614
N: 0.49185 -1.51332 -0.06346

Properties
**SMILES**: [H]/N=C/N(N)/C=N/[H]
**LUMO level**: 0.596 eV
**Kohn-Sham gap**: 0.3566 Ha
**Charge**: 0


Run c
C2H6N4 | the ωB97M-V functional and the def2-TZVPD basis

Element x y z (Å)
H: -0.96245 -0.59268 1.40689
N: -0.57504 -0.32163 -0.95610
H: 0.50511 -1.46876 0.19702
N: -1.17484 0.58543 -0.18079
H: -0.41805 0.24840 -1.86045
H: 2.45350 0.62966 0.16390
N: 0.61745 1.47659 0.46845
H: 1.26812 -1.03471 -1.32808
H: -2.02560 0.66889 1.50270
C: 1.35883 0.53150 0.16707
N: -1.73139 -0.00670 0.91156
C: 0.68435 -0.71598 -0.49219

Properties
**LUMO level (alpha / beta)**: 0.620 / 0.622 eV
**Kohn-Sham gap (alpha / beta)**: 0.3224 / 0.3226 Ha
**Charge**: 0


Run d
C2H6N4 | the ωB97M-V functional and the def2-TZVPD basis

Element x y z (Å)
C: 1.88247 1.29753 0.17300
N: 0.45077 -1.56488 -0.33302
H: -3.30270 -0.92669 0.09269
H: 1.02972 -1.81760 -1.13646
H: 2.31567 2.28067 0.31116
H: 1.28072 1.17536 -0.73769
H: -2.94125 0.87466 0.41735
N: -1.36575 -0.25798 -0.10766
N: -0.53153 -0.89649 -0.71784
H: 1.67418 -0.48473 0.86965
C: -2.59699 -0.10921 0.12882
N: 2.10467 0.42934 1.03997

Properties
**SMILES**: [H]/N=N/N=C.C=N
**LUMO level**: 0.402 eV
**Kohn-Sham gap**: 0.3473 Ha
**Charge**: 0


It is run b that is the least stable of them.


Run a
C3H10NO2P | the ωB97M-V functional and the def2-TZVPD basis

Element x y z (Å)
H: -1.45141 -1.14017 -1.97099
C: 1.41174 1.88957 -0.16707
H: 1.74397 -1.59180 -1.58705
H: 0.59302 2.50456 0.31012
H: 1.08190 1.50596 -1.11062
O: 2.33736 -1.39695 1.64650
H: -1.79834 0.18558 -0.96514
C: -1.92161 -0.81548 -1.04652
H: -3.01392 -0.98621 -1.07574
H: -0.53995 -2.14158 -0.18556
N: 2.30738 -0.87907 -1.13250
C: -1.21718 -1.46344 0.10524
H: -1.70210 -1.61407 1.08852
H: 2.23571 2.57248 -0.38686
O: 1.83943 0.91606 0.71494
P: 1.67877 -0.67958 0.54681
H: 3.15329 -1.36109 -0.78473

Properties
**Spin multiplicity**: 3
**LUMO level (alpha / beta)**: 0.858 / -1.555 eV
**Kohn-Sham gap (alpha / beta)**: 0.3036 / 0.3389 Ha
**Charge**: 0
**<S²>**: 2.007


Run b
C3H10NO2P | the ωB97M-V functional and the def2-TZVPD basis

Element x y z (Å)
P: 0.37074 -0.93693 0.38561
H: -1.57363 -0.70822 2.25707
H: -0.73106 1.72665 -0.27690
N: 0.65556 0.08067 -0.79757
O: -1.88763 -1.76098 0.08131
H: -1.97449 -2.66129 -0.10006
H: 0.63008 0.22605 -2.76805
H: 0.80797 2.34504 -0.71775
H: -0.28368 1.72571 -1.82274
H: -0.72282 0.59752 3.38368
C: 0.18734 1.46808 -0.89903
O: 0.02172 0.12215 1.55772
H: 0.01834 -1.09420 3.18885
C: -0.60086 -0.33768 2.74092
H: 2.23758 0.51183 -1.96202
H: 1.52486 -1.17196 -2.22621
C: 1.31999 -0.13244 -2.02482

Properties
**Spin multiplicity**: 3
**LUMO level (alpha / beta)**: 0.978 / -2.078 eV
**Kohn-Sham gap (alpha / beta)**: 0.2232 / 0.2685 Ha
**Charge**: 0
**<S²>**: 2.006


It is run b that is the least stable of them.


Run a
C2H6N3O2 | the ωB97M-V functional and the def2-TZVPD basis

Element x y z (Å)
C: -2.20338 -0.92919 0.29603
N: -0.73105 -0.43643 0.32516
H: 3.17842 0.68982 1.83804
H: -2.72619 -0.12855 0.73775
H: -2.41425 -1.11396 -0.80753
H: 2.07369 1.30280 0.72237
H: -2.26247 -1.75902 1.06231
O: -0.12220 -2.36476 -0.58279
N: 3.07513 0.01708 -1.26705
C: 2.51623 0.42208 1.08246
N: 0.11389 -1.18483 -0.19865
O: 3.49350 0.15793 -0.03853
H: 1.71957 -0.37652 1.22054

Properties
**LUMO level (alpha / beta)**: 3.865 / 3.946 eV
**Kohn-Sham gap (alpha / beta)**: 0.2379 / 0.2408 Ha
**Charge**: -1


Run b
C2H6N3O2 | the ωB97M-V functional and the def2-TZVPD basis

Element x y z (Å)
H: 0.28248 0.81273 3.09066
N: 0.28621 1.44920 2.29465
C: 0.02700 0.82031 1.19666
O: -0.49668 -2.02750 -1.25177
H: 0.10733 1.01166 -0.88203
N: 0.00015 1.51645 0.01230
H: 0.36928 2.47748 0.07362
H: -0.35929 -1.04332 0.11099
O: 0.30301 -0.13950 -2.22196
N: -0.27136 -0.52536 1.05675
C: -0.04521 -1.36150 -2.22547
H: -0.29878 -1.08078 1.91318
H: 0.09587 -1.90985 -3.16758

Properties
**LUMO level**: 4.254 eV
**Kohn-Sham gap**: 0.3202 Ha
**Charge**: -1


It is run a that is the least stable of them.


Run a
C2H3NO3 | the ωB97M-V functional and the def2-TZVPD basis

Element x y z (Å)
C: -0.62559 -0.72835 0.00738
H: -1.09459 0.93604 -1.17267
O: -2.33098 0.95207 0.38605
O: -0.26608 -1.79590 -0.12460
N: 0.90571 0.48729 0.39363
H: 1.06577 1.06294 -0.45459
C: -1.60233 0.35650 -0.32055
O: 1.90595 -0.42553 0.25308
H: 2.04212 -0.84505 1.03226

Properties
**LUMO level (alpha / beta)**: -0.308 / -0.308 eV
**Kohn-Sham gap (alpha / beta)**: 0.3122 / 0.3123 Ha
**Charge**: 0


Run b
C2H3NO3 | the ωB97M-V functional and the def2-TZVPD basis

Element x y z (Å)
N: 0.71206 1.25046 0.17281
C: -0.73951 -0.16086 -0.07636
O: -1.69349 -1.07311 -0.24828
C: 0.60314 -0.16687 0.08438
H: -2.54937 -0.68855 -0.01523
H: 2.39339 -0.91807 0.31236
O: -0.98535 1.16622 -0.01048
H: 0.78801 1.69208 -0.74528
O: 1.47111 -1.10131 0.52609

Properties
**SMILES**: Oc1[nH]oc1O
**LUMO level**: 0.092 eV
**Kohn-Sham gap**: 0.2891 Ha
**Charge**: 0


Run c
C2H3NO3 | the ωB97M-V functional and the def2-TZVPD basis

Element x y z (Å)
O: -0.41030 1.76961 0.34596
O: 2.08477 -0.92721 -0.89376
C: -0.90069 0.83445 -0.26464
C: -1.08278 -0.48781 0.24641
N: 1.73615 -0.39801 0.08460
H: -1.57172 -1.04867 -0.50597
H: -1.18003 1.00265 -1.34059
H: -0.93383 -0.68452 1.29864
O: 2.25844 -0.06049 1.02935

Properties
**LUMO level (alpha / beta)**: -2.908 / -4.093 eV
**Kohn-Sham gap (alpha / beta)**: 0.2179 / 0.1364 Ha
**Charge**: 0


Run d
C2H3NO3 | the ωB97M-V functional and the def2-TZVPD basis

Element x y z (Å)
H: -0.11626 0.13997 1.48961
H: 2.42408 1.18322 0.94160
O: -0.90307 -0.44175 1.20734
N: 1.19126 1.00101 -0.42965
H: -0.03022 0.74524 -1.88219
C: -0.79250 -0.59549 -0.23737
O: 1.60824 0.52414 0.81521
O: -1.62046 -1.01245 -0.99127
C: 0.24349 0.32298 -0.72792

Properties
**SMILES**: O=C(O)/C=N\O
**LUMO level**: -0.104 eV
**Kohn-Sham gap**: 0.4035 Ha
**Charge**: 0


It is run c that is the least stable of them.


Run a
C2H3NO3 | the ωB97M-V functional and the def2-TZVPD basis

Element x y z (Å)
O: 2.19000 0.40941 -0.66905
O: 0.45446 -0.48675 0.46527
H: -2.91686 -0.28466 -0.59756
C: 1.69432 -0.46232 -0.02624
O: -2.00838 -0.56051 -0.45190
H: 0.14168 1.49282 0.79655
H: 2.20761 -1.38650 0.24413
C: -0.28407 0.64284 0.33608
N: -1.47875 0.63567 -0.09728

Properties
**SMILES**: O=CO/C=N\O
**LUMO level**: 0.824 eV
**Kohn-Sham gap**: 0.4055 Ha
**Charge**: 0


Run b
C2H3NO3 | the ωB97M-V functional and the def2-TZVPD basis

Element x y z (Å)
N: 0.07921 -0.77845 0.82862
O: 0.09218 -1.02867 -0.59188
O: 0.03181 1.09294 -0.26644
C: -0.69528 0.07292 -0.96993
H: -0.57759 0.10788 -2.02582
H: -1.76265 0.00704 -0.52773
O: 1.28125 1.24146 1.59897
C: 0.56940 0.57608 0.83234
H: 0.98165 -1.29120 1.12187

Properties
**SMILES**: O=C1NOCO1
**LUMO level**: 0.742 eV
**Kohn-Sham gap**: 0.4152 Ha
**Charge**: 0


It is run b that is the least stable of them.


Run a
C4H10IN2S | the ωB97M-V functional and the def2-TZVPD basis

Element x y z (Å)
H: -2.08808 -1.37831 1.32939
C: 0.67084 0.27935 -0.57575
C: 0.05324 0.79994 0.63340
H: 2.55097 -0.64564 -1.23653
H: -2.23368 1.46574 -0.61032
N: 0.41402 0.71478 1.98574
H: -1.66848 0.64568 -1.91201
H: 0.75670 0.90777 -1.45048
H: 2.22834 -0.66370 0.54012
H: -0.32340 0.82964 2.71224
C: 1.72864 -0.76029 -0.42195
H: -2.79106 -0.06734 -0.97450
S: -1.14134 -1.80272 0.33398
H: 1.31600 0.96526 2.28918
N: -1.88629 0.48364 -0.95205
H: 1.52176 -1.75277 -0.54051
C: -0.82520 -0.09577 -0.18975
I: -0.90935 3.25889 0.14825

Properties
**SMILES**: C[C@H]1[C@@]([NH3+])(S)[C@]1(N)I
**LUMO level (alpha / beta)**: -4.792 / -4.792 eV
**Kohn-Sham gap (alpha / beta)**: 0.2946 / 0.2946 Ha
**Charge**: +1


Run b
C4H10IN2S | the ωB97M-V functional and the def2-TZVPD basis

Element x y z (Å)
S: 1.60683 -2.45349 1.47124
H: -0.31996 1.52592 -2.93502
H: -1.11898 3.12134 -2.40769
H: -1.15861 -3.34277 -0.37162
C: -0.95181 1.51338 -1.01264
N: 0.15371 -0.23090 0.29309
I: 1.80520 2.90529 2.23822
H: 0.91845 -2.14078 -0.78616
N: -0.74936 -2.86560 0.37623
H: -0.99345 -3.25188 1.34774
H: 0.67559 -0.07891 1.09643
H: 1.09320 3.66542 3.52851
H: 0.57989 2.53699 -2.13397
C: -0.49997 2.26692 -2.23007
H: -2.02080 1.64753 -0.77129
C: 0.43973 -2.26056 0.21627
H: 0.97825 -3.14143 2.41231
C: -0.43791 0.58354 -0.33156

Properties
**LUMO level**: -3.821 eV
**Kohn-Sham gap**: 0.3256 Ha
**Charge**: +1


It is run b that is the least stable of them.